(1)
{"formula": "C2H4I2O", "method": "ωB97M-V with the def2-TZVPD basis set", "elements": ["C", "C", "O", "I", "I", "H", "H", "H", "H"], "positions_angstrom": [[1.0921, 0.0459, -0.7121], [-0.5116, -0.0524, 0.2120], [-0.2135, 0.1345, 1.5106], [-1.6566, -1.7939, -0.5653], [-1.7764, 1.7798, -0.1586], [1.3250, -1.0353, -0.8764], [0.7791, 0.5868, -1.5271], [1.6883, 0.7215, -0.0149], [-0.7264, -0.3868, 2.1319]], "relative_energy_ev": 1.4080, "homo_ev": -9.13, "gap_ev": 8.62, "multiplicity": 1}

---

(2)
{"formula": "C2H4I2O2", "method": "ωB97M-V with the def2-TZVPD basis set", "elements": ["C", "C", "O", "O", "I", "I", "H", "H", "H", "H"], "positions_angstrom": [[-0.5064, 0.3995, 0.0007], [1.6533, -1.7760, -0.4783], [0.1245, 0.4151, -1.2394], [1.4747, -2.0666, -1.5905], [3.2095, -0.3669, 0.1636], [-1.9060, -1.2736, 0.4325], [0.2493, 0.2307, 0.7414], [-1.0217, 1.3967, 0.3833], [1.1456, -1.9935, 0.5181], [-0.4066, 0.0108, -2.0441]], "relative_energy_ev": 0.1042, "homo_ev": [-6.27, -9.69], "gap_ev": [6.41, 6.09], "multiplicity": 3}

---

(3)
{"formula": "C2H4I2S", "method": "ωB97M-V with the def2-TZVPD basis set", "elements": ["C", "C", "S", "I", "I", "H", "H", "H", "H"], "positions_angstrom": [[0.3637, 0.6182, 0.4251], [-2.0462, -0.0979, -0.7352], [0.1906, -0.3674, 1.8094], [-2.4534, -2.1230, -0.1309], [-3.1996, 1.4012, 0.2157], [1.1127, 0.6057, -0.3544], [-0.3397, 1.3778, 0.4117], [-2.0946, -0.0027, -1.8926], [0.7081, -1.4652, 1.3435]], "relative_energy_ev": 3.1878, "homo_ev": [-8.37, -7.72], "gap_ev": [8.11, 6.68], "multiplicity": 1}